Record 1
16
Properties=species:S:1:pos:R:3 method="wB97M-V/def2-TZVPD" relative_energy_kcal_mol=0.0 lumo_energy_ev=-4.40 homo_energy_ha=-0.42746 mol_weight_da=215.6 total_charge=+1 gap_ev=7.23
O 1.58737 0.05688 1.52212
C 2.21049 -1.00759 1.33031
C 3.09928 -1.06426 0.12384
O 3.48014 -0.02595 -0.39565
Rb 2.92810 2.95737 0.38716
H 1.92916 -1.93330 1.85442
H 3.44264 -2.05295 -0.22723
C -2.69768 -0.24961 -2.11027
C -2.41453 0.02970 -0.84654
O -1.08775 0.32590 -0.51880
C -0.69071 0.90260 0.57765
O -1.65978 1.28553 1.34679
H -1.92071 -0.28681 -2.87501
H -3.12614 0.06043 -0.02439
H -3.73334 -0.43242 -2.39339
H -1.34655 1.43449 2.24898

***

Record 2
16
Properties=species:S:1:pos:R:3 method="wB97M-V/def2-TZVPD" relative_energy_kcal_mol=3.2 lumo_energy_ev="-17.17 / -17.96" homo_energy_ha="-0.78288 / -0.78232" mol_weight_da=334.5 total_charge=+3 gap_ev="4.13 / 3.33"
O -0.41557 0.43506 -2.70441
C -0.38677 1.53456 -2.02229
C 0.46713 1.82369 -1.00908
O 1.36528 0.82140 -0.63285
Tl 0.45533 -1.13517 -3.00159
H -1.13073 2.30680 -2.25681
H 0.47734 2.74124 -0.43029
C -1.75732 -1.28831 1.95600
C -0.48878 -0.98056 1.75548
O -0.15637 -0.31642 0.56049
C 1.03967 -0.21155 0.12280
O 1.93343 -1.04852 0.50181
H -2.52957 -1.04874 1.22610
H 0.34775 -1.16888 2.42360
H -2.02725 -1.81643 2.86873
H 2.80643 -0.64817 0.64230

***

Record 3
13
Properties=species:S:1:pos:R:3 method="wB97M-V/def2-TZVPD" relative_energy_kcal_mol=111.1 lumo_energy_ev=0.93 homo_energy_ha=-0.32611 mol_weight_da=114.2 total_charge=0 gap_ev=9.81
C -0.39992 0.75914 0.05405
C -0.35798 -0.39706 -0.92004
C 0.78977 0.18373 0.53132
C 0.30017 -1.14932 1.21651
C -0.61214 -1.37477 0.26661
H 0.59806 1.60718 -2.02148
H -1.20152 1.01704 0.81422
H -0.78012 -0.17942 -1.79080
H 1.63795 0.74285 0.88899
H 0.36161 -1.43375 2.27171
H -1.42378 -1.97900 0.50267
O 0.97993 -0.16515 -0.91131
S 0.10796 2.36852 -0.90245

***

Record 4
13
Properties=species:S:1:pos:R:3 method="wB97M-V/def2-TZVPD" relative_energy_kcal_mol=57.0 lumo_energy_ev=0.70 homo_energy_ha=-0.29245 mol_weight_da=114.2 smiles="O[C@@H]1[C@H]2C=CS[C@@H]12" total_charge=0 gap_ev=8.66
O 2.29535 -0.43509 -0.16768
C 1.00908 -0.19781 -0.42473
C 0.38622 0.61326 0.50251
C -0.98668 1.18765 0.04957
C -1.93896 0.37374 -0.33587
S -1.52441 -1.29159 0.01318
C 0.13876 -0.93705 0.51688
H 2.67042 -1.30255 -0.53622
H 0.71950 -0.32195 -1.51790
H 1.08973 1.21306 1.16284
H -1.33048 2.26131 0.02367
H -2.98939 0.49173 -0.46170
H 0.46086 -1.65471 1.17544

***

Record 5
14
Properties=species:S:1:pos:R:3 method="wB97M-V/def2-TZVPD" relative_energy_kcal_mol=57.4 lumo_energy_ev=-1.74 homo_energy_ha=-0.33933 mol_weight_da=146.2 smiles="C=C[C@H](S)C(=S)C=O" total_charge=0 gap_ev=7.49
C -0.60296 1.99941 0.02793
C -1.19365 0.86225 -0.40976
C -0.40450 -0.40045 -0.89263
S -1.36112 -1.88469 -0.70812
C 1.06385 -0.54051 -0.23349
S 2.35520 -0.50966 -1.17206
C 1.37789 -0.90218 1.12472
O 0.50415 -1.07637 1.97088
H 0.51959 1.95222 0.10778
H -1.08381 2.96678 0.46705
H -2.26877 0.79133 -0.45315
H -0.19486 -0.36929 -1.98844
H -1.06302 -1.94808 0.66602
H 2.35200 -0.94077 1.49327

***

Record 6
12
Properties=species:S:1:pos:R:3 method="wB97M-V/def2-TZVPD" relative_energy_kcal_mol=41.1 lumo_energy_ev=0.89 homo_energy_ha=-0.32481 mol_weight_da=98.2 smiles=C#C[C@H]1CCS1 total_charge=0 gap_ev=9.73
C -0.89853 -2.52311 -0.47809
C -0.75561 -1.49226 0.11436
C -0.41424 -0.16400 0.66842
C 1.16968 0.03326 0.91880
C 1.33622 0.99797 -0.25707
S -0.46152 1.25701 -0.49827
H -0.92784 -3.42931 -1.08713
H -1.02921 0.06728 1.55225
H 1.36009 0.55586 1.87332
H 1.71016 -0.94541 0.93484
H 1.83843 1.93938 0.05181
H 1.80766 0.58887 -1.15128

***

Record 7
12
Properties=species:S:1:pos:R:3 method="wB97M-V/def2-TZVPD" relative_energy_kcal_mol=53.0 lumo_energy_ev=-0.38 homo_energy_ha=-0.33014 mol_weight_da=98.2 smiles="C#C[C@H](C)C=S" total_charge=0 gap_ev=8.60
C 2.40821 -1.47195 -0.90326
C 1.54344 -1.00072 -0.21388
C 0.59391 -0.15017 0.52648
C -0.15855 -0.68606 1.73643
C -0.29089 0.50462 -0.56388
S -1.75509 1.26377 -0.46378
H 3.24321 -1.80133 -1.51317
H 1.21820 0.65096 0.80916
H 0.06594 -0.32706 2.72820
H -1.21024 -0.41703 1.69137
H -0.06741 -1.76944 1.69225
H 0.25511 0.26928 -1.47867

***

Record 8
12
Properties=species:S:1:pos:R:3 method="wB97M-V/def2-TZVPD" relative_energy_kcal_mol=95.5 lumo_energy_ev=0.69 homo_energy_ha=-0.30845 mol_weight_da=94.2 total_charge=0 gap_ev=9.08
C 1.63105 -1.02830 -0.44032
C 1.71021 0.01997 0.33316
C -1.91632 -0.21703 0.22020
C -0.82595 -0.82828 0.70522
C 0.34798 -0.35000 -0.12164
Si -0.79370 1.00200 -0.73425
H 2.28454 -1.56507 -1.04033
H 1.86553 1.05593 0.64086
H -2.84448 0.19120 0.69716
H -0.76794 -1.33977 1.64737
H 0.09565 1.62470 0.24578
H -0.78656 1.43467 -2.15322